Entry from the Open Molecules 2025 dataset: C16H28MnN2O3P2 as an isolated structure (wB97M-V/def2-TZVPD).

The total charge is +3. For the total energy, the calculation gives -2794.4506 Eh. The HOMO-LUMO gap (spin up / spin down) is 5.91 / 8.57 eV. As for the expectation value of S²: 6.33. Its spin multiplicity is 5. As for the relative energy (zero: lowest compared OMol25 entry of this formula, charge and spin): 0.0 kJ/mol. The largest force on an atom is 0.0315 Eh/bohr.

```
52
Properties=species:S:1:pos:R:3:forces:R:3:lowdin_charge:R:1
Mn 0.1189 -0.6818 -0.2848 -0.409 1.250 -0.068 0.84
P -1.8278 0.5238 -1.2248 0.046 0.805 -0.873 0.89
C -1.0430 1.0030 -2.8193 0.125 -0.053 0.028 -0.24
C 0.3189 1.6256 -2.5636 -0.573 -0.130 -0.400 -0.31
N 1.0095 1.1562 -1.5006 -0.323 -0.363 0.226 0.05
C 2.2115 1.7092 -1.2379 0.727 -0.235 0.038 -0.30
C 2.7582 2.7160 -2.0285 -0.123 0.014 0.038 0.03
C 2.0507 3.1903 -3.1272 -0.083 -0.215 0.144 0.03
C 0.8157 2.6109 -3.4109 -0.234 -0.152 0.194 0.03
C 3.0213 1.1845 -0.0774 -0.167 0.199 0.238 -0.25
P 2.4569 -0.4623 0.4765 0.687 -0.349 -0.368 0.85
H 0.2201 2.8969 -4.2800 0.251 0.053 0.313 0.14
H 3.7432 3.1028 -1.7623 -0.336 -0.024 -0.144 0.15
H 2.4457 3.9901 -3.7461 -0.002 -0.151 0.030 0.14
H 4.0939 1.1238 -0.3315 -0.408 0.075 0.085 0.13
H 2.9309 1.8628 0.7879 0.051 -0.082 -0.293 0.12
H -0.9223 0.0576 -3.3857 -0.149 0.540 -0.030 0.11
H -1.7138 1.7161 -3.3462 0.366 -0.610 0.114 0.13
H 1.0616 -3.1416 -1.8575 -0.509 0.596 -0.956 0.00
O 0.5755 -2.4369 -2.3954 0.283 -0.072 1.104 -0.11
H 0.3462 -2.8497 -3.2455 -0.025 0.252 0.356 0.08
H 0.9462 -4.0648 0.0382 0.813 -0.430 -0.757 0.10
O 1.6371 -4.0470 -0.6683 -0.511 -0.506 1.453 -0.06
H 2.2425 -4.7918 -0.4736 -0.467 0.325 -0.282 0.12
C 3.5334 -1.6360 -0.4028 -0.049 -0.296 -0.001 -0.22
H 4.5763 -1.5440 -0.0706 -0.257 0.108 -0.015 0.08
H 3.1709 -2.6579 -0.2131 0.284 0.518 -0.086 0.03
H 3.4816 -1.4510 -1.4868 -0.037 -0.027 0.315 0.07
C 2.8511 -0.5353 2.2310 -0.203 -0.141 0.366 -0.23
H 2.4039 -1.4422 2.6541 0.208 0.113 0.023 0.06
H 3.9352 -0.5496 2.4011 -0.224 0.010 -0.081 0.08
H 2.4200 0.3366 2.7396 0.158 -0.163 -0.088 0.05
C -2.3621 2.0876 -0.4571 0.282 -0.091 0.499 -0.19
H -3.1430 2.5778 -1.0650 0.278 -0.354 0.122 0.09
H -2.7658 1.8664 0.5427 0.042 0.214 -0.280 0.05
H -1.5055 2.7749 -0.3529 -0.318 -0.286 -0.033 0.07
C -3.2817 -0.4568 -1.6046 0.073 -0.476 0.212 -0.20
H -3.6575 -0.8890 -0.6700 -0.085 0.041 -0.287 0.05
H -4.0645 0.1460 -2.0713 0.092 0.071 0.046 0.09
H -3.0003 -1.2719 -2.2810 -0.092 0.089 0.138 0.07
O -0.9794 -1.1940 1.3347 0.538 -0.060 -0.561 -0.26
N -1.6137 -0.6222 2.3876 -0.138 0.764 -0.140 -0.16
C -0.8945 -0.0216 3.3675 -0.494 -0.331 0.299 0.02
C -1.5455 0.5327 4.4600 0.139 0.196 -0.209 0.02
C -2.9378 0.5417 4.5093 -0.009 -0.158 -0.331 0.02
C -3.6581 -0.0860 3.4884 0.150 -0.233 0.044 0.02
C -2.9736 -0.6544 2.4262 0.277 0.090 0.158 0.01
H 0.1827 -0.0407 3.2837 -0.103 -0.119 -0.171 0.12
H -0.9478 0.9847 5.2539 -0.201 -0.130 -0.291 0.14
H -3.4594 1.0495 5.3103 0.034 -0.168 0.102 0.14
H -4.7464 -0.1907 3.5304 0.430 0.228 -0.108 0.15
H -3.4702 -1.1200 1.5842 0.191 -0.148 0.170 0.13
```
Positions in Å, forces in eV/Å.